The following is a quantum chemistry calculation of a 7-piece molecular cluster, C7H15Cl12NO2 overall at a distorted geometry, from the OMol25 dataset.

Computed properties:
energy relative to the best compared isomer or geometry (same formula, charge and spin): 10.4 kcal/mol
total energy: -6003.10301 hartree
Kohn-Sham gap: 10.884 eV
net charge: 0

```
37
Properties=species:S:1:pos:R:3:forces:R:3
O -0.8843 -2.0396 1.3959 0.4 0.3 -0.1
H -7.3415 -2.2307 2.9461 0.1 -0.1 -0.4
C 5.7275 3.0547 1.1158 0.5 1.3 -0.4
Cl 1.1085 2.4688 -4.9710 0.5 -0.1 -0.3
H -5.6060 -2.4930 3.2140 -0.1 -0.2 -0.3
Cl 7.5443 -3.2747 -4.1627 0.2 0.6 0.3
C -5.7082 1.4916 -3.3139 -0.2 -0.5 -0.8
H -0.1465 -2.3791 6.6464 -0.1 0.6 1.1
Cl 5.5764 -2.7931 -2.0553 0.4 0.6 -0.6
H -6.5676 1.1082 -2.7638 0.3 0.3 0.1
O -0.6877 -0.0527 2.2255 0.3 -0.4 -0.4
Cl -6.2412 -3.1629 1.0166 -0.1 0.1 0.4
H 0.5954 -1.0130 -0.2962 0.1 0.3 -0.3
H 6.9482 -1.1213 -3.0956 0.5 -0.5 0.1
H 1.8415 4.5182 -4.0054 -0.2 -0.2 -0.1
Cl 0.6676 -3.8713 8.4090 -0.3 0.6 -0.1
H -1.0154 -0.4971 -0.7838 -0.3 -0.4 0.5
Cl -0.5105 4.4100 -3.7017 0.0 0.5 0.2
C -0.4773 -3.2567 7.2017 -0.1 -1.0 -1.2
C -6.3532 -2.1662 2.4909 0.2 -0.4 0.4
H 0.0463 0.6992 -0.1128 0.1 -0.2 0.8
N -0.6045 -0.8594 1.3121 -1.3 0.9 0.3
H 0.9221 4.7792 -5.5280 0.1 -0.3 0.1
Cl -4.9170 0.0557 -4.0539 -0.1 0.4 0.3
Cl -2.1852 -3.1692 7.7651 1.0 0.2 -0.2
H -0.4177 -3.9747 6.3837 -0.5 -0.4 0.4
H -4.9678 2.0198 -2.7132 -0.3 -0.1 -0.2
H 5.7695 -1.7877 -4.2187 -0.1 -0.1 0.3
C -0.2324 -0.3520 -0.0395 0.8 -0.4 -0.8
Cl -6.3563 2.5583 -4.6042 0.3 -0.2 0.5
Cl -5.9980 -0.4859 2.1644 0.0 0.5 -0.2
Cl 6.4049 1.7756 2.0793 0.0 -0.3 0.3
H 6.5348 3.7284 0.8287 0.0 -0.2 0.0
Cl 5.0246 2.4898 -0.3995 -0.3 -0.1 0.0
C 0.9969 4.1925 -4.6124 -0.4 0.0 0.1
C 6.4829 -2.0463 -3.4363 -0.9 -0.5 -0.1
H 5.0268 3.6768 1.6727 -0.2 -0.6 0.0
```
Positions in Å, forces in eV/Å.



The following is a quantum chemistry calculation of C7H15Cl6MgO as an isolated structure at a distorted geometry, from the OMol25 dataset.

Computed properties:
total energy: -3311.83512 hartree
Kohn-Sham gap: 4.526 eV
net charge: +1

```
30
Properties=species:S:1:pos:R:3:forces:R:3
H -0.7302 2.7803 -1.1810 0.2 0.0 0.4
Cl -2.6075 3.9950 -1.6837 0.3 0.3 0.2
H -0.4637 0.3553 -0.0287 -0.1 0.1 0.0
C -3.5380 -3.2959 -1.4643 -0.2 -0.7 -1.3
Cl 3.2811 -3.0350 3.8947 0.1 1.1 -0.8
H 4.6081 -0.2759 3.1942 -0.1 0.0 0.5
Cl 3.0574 0.3143 4.9912 0.4 -0.3 -1.5
C 3.5250 -0.2180 3.3022 -0.5 -1.4 -0.1
H 3.1744 0.4524 2.5175 -0.2 0.6 0.5
H -0.6157 4.3575 0.9330 -1.4 -0.3 -0.4
C -2.7386 -3.0947 -2.7768 0.8 0.3 1.2
H -0.2938 4.1474 -2.1664 -0.2 0.3 0.0
H -0.0620 -0.9020 -1.1738 0.0 -0.2 0.0
H -2.0711 -2.2552 -2.5825 0.5 -0.2 -0.1
H -4.3088 -2.5260 -1.4299 0.1 -0.1 0.6
H 1.7672 -1.4711 3.0710 0.1 0.2 0.0
Cl -2.5386 -3.3662 0.0480 -0.3 0.5 -0.9
H -3.9644 -4.2971 -1.5266 -0.4 0.3 0.2
C -0.8637 3.8572 -1.2837 -0.8 -0.9 -0.8
C 0.2921 -0.3888 -0.2798 -0.9 0.7 -1.1
Mg 2.7488 1.0134 -1.9238 -2.2 -1.4 2.2
H 0.6780 4.3855 0.0060 0.4 0.0 -0.6
C 2.8396 -1.5559 2.8952 -0.2 0.1 1.3
C -0.3848 4.6011 -0.1040 1.7 0.7 1.5
O 1.5110 0.3068 -0.5553 2.1 0.7 -1.2
Cl -1.8124 -4.5863 -3.1104 0.2 0.3 -0.1
H -3.2335 -2.8248 -3.7097 -0.8 -0.3 0.5
H 2.9647 -1.7396 1.8281 0.4 -0.2 0.1
Cl -0.4660 6.3775 -0.2358 -0.2 -0.2 -0.2
H 0.2451 -1.1111 0.5352 1.1 0.0 0.1
```
Positions in Å, forces in eV/Å.



The following is a quantum chemistry calculation of a 2-piece molecular cluster, C7H15ClN overall at a distorted geometry, from the OMol25 dataset.

Computed properties:
energy relative to the best compared isomer or geometry (same formula, charge and spin): 118.8 kcal/mol
total energy: -790.24608 hartree
Kohn-Sham gap: 8.154 eV
net charge: +1

```
24
Properties=species:S:1:pos:R:3:forces:R:3
C -0.7673 -3.4037 0.5088 0.7 0.2 4.4
C -0.6405 1.3924 -2.1180 -3.7 -2.0 4.9
H -1.7410 1.5260 -1.9775 0.9 0.1 -0.6
H -0.1125 2.9737 0.7918 -1.6 -1.9 -0.9
H 0.6160 -0.3769 1.8019 -1.2 -1.7 0.1
H 1.9792 1.0842 -0.1391 -0.1 -0.5 -0.7
H -0.5228 0.2931 -2.2852 0.0 0.5 0.1
H 1.4395 -1.7878 1.9859 1.3 -1.7 -0.5
N -0.3505 -1.9792 0.6884 1.4 -0.3 -2.1
Cl -0.9761 -1.6126 -1.8472 -0.1 -1.1 0.9
H 1.9433 2.4390 -0.9861 1.4 3.4 -0.7
C -0.6926 2.0175 0.3492 2.4 2.9 -0.9
C 1.5294 1.5204 -1.0528 -2.1 -3.2 1.6
C -0.3852 -1.0956 -0.2503 0.0 1.1 -1.0
H -0.8472 -3.7042 1.6163 -0.3 -0.2 -1.7
C 0.0663 1.6159 -0.8691 -0.6 -0.3 -0.4
H -0.2561 1.7635 -2.9379 2.1 2.4 -4.1
C 0.4372 -1.5142 1.8595 -2.3 1.6 1.0
H -0.1826 -1.8594 2.7172 0.8 0.8 -0.1
H 1.5479 0.9584 -1.9837 1.6 0.2 0.2
H -0.6140 1.2719 1.0631 0.3 -1.3 1.5
H -1.6917 -3.5146 0.0286 -1.3 0.4 -0.5
H -1.7258 2.1638 0.1061 -0.4 0.5 0.1
H -0.0873 -4.0946 0.0603 1.0 0.2 -0.5
```
Positions in Å, forces in eV/Å.



The following is a quantum chemistry calculation of C7H15CrF8N6O20S4 as an isolated structure at a distorted geometry, from the OMol25 dataset.

Computed properties:
total energy: -5544.49489 hartree
spin multiplicity: 9
Kohn-Sham gap (spin up / spin down): 4.189 / 5.007 eV
expectation value of S²: 20.02
net charge: -1

```
61
Properties=species:S:1:pos:R:3:forces:R:3
F -11.2825 11.3303 -0.2360 -0.3 -0.8 -0.6
N -6.6973 13.4738 1.5020 0.4 2.3 -1.8
C -10.7049 11.2320 -1.4468 2.1 0.5 0.9
N -7.2392 8.1319 -2.7429 -0.4 -0.6 -0.7
F -4.3562 14.2369 1.0906 -0.5 0.3 0.2
H -9.6797 5.6686 -1.3913 -0.1 -0.2 0.1
F -11.0540 12.3338 -2.1164 -0.4 -0.9 -0.5
N -5.8018 8.2360 3.6939 1.0 2.1 2.4
O -4.9690 14.4610 3.4505 -0.3 -0.8 -2.6
N -10.4362 7.0556 -0.0651 0.0 0.9 -0.2
H -11.5088 5.6329 -1.1218 0.3 0.2 -0.1
H -5.5510 4.8791 1.6532 -0.6 -0.5 -0.1
O -7.3670 8.4504 -1.5786 1.2 0.2 -1.3
S -8.7713 11.4410 -1.1283 2.6 0.0 -0.8
O -8.6278 12.8123 -0.6655 -1.1 -1.6 0.1
N -9.5775 9.1814 3.6644 2.2 1.6 1.1
Cr -7.5141 8.8345 0.9140 0.6 2.3 0.2
F -11.0776 10.0824 -2.0926 0.2 1.5 0.8
O -8.0432 11.2314 -2.3949 -1.7 -0.5 1.2
H -11.6517 9.1100 3.2276 0.2 0.0 0.2
O -6.5144 8.0636 2.7356 -0.9 -1.4 -1.3
O -5.6468 9.3194 4.2299 0.1 -1.7 -0.5
O -3.3925 8.1073 1.1662 -0.2 -0.1 0.2
H -10.9693 7.9822 4.4599 -0.5 0.0 0.0
H -4.9643 7.1083 5.3632 0.0 0.5 -0.3
C -5.3331 4.9562 0.5880 1.1 -0.4 0.4
O -6.9687 10.9439 2.0824 1.0 1.9 0.7
O -6.6658 5.1391 -1.2476 -2.2 -1.2 -7.6
S -5.0734 13.5013 2.3323 1.6 -0.8 2.6
O -9.3224 9.2733 2.4692 -0.8 -0.7 0.5
N -6.4429 5.5258 -0.1412 5.0 -4.3 6.6
O -5.4821 8.9788 0.2876 -0.4 1.0 0.1
O -9.4317 7.6756 0.1755 1.2 -0.4 -0.4
H -5.6485 6.1465 4.0500 0.1 0.1 -0.2
O -6.8852 6.5775 0.2795 -3.0 5.5 1.1
C -10.6029 6.2277 -1.2387 1.2 -0.5 -1.3
C -3.0694 9.9193 -0.7196 -2.2 -1.9 -0.1
H -5.9808 7.2688 -4.2324 -0.2 0.1 0.5
C -5.0575 7.0331 4.2798 -0.6 0.1 -0.6
H -5.2232 8.2109 -2.8314 0.4 -0.6 -0.3
O -4.1695 7.4921 -1.0405 0.1 -0.9 -1.4
H -5.1213 4.0152 0.0804 -0.1 -0.2 0.5
F -1.7899 9.4775 -0.7419 -1.1 0.8 -0.6
O -8.7039 9.2746 4.5461 -2.0 -0.6 -1.3
O -4.2786 12.2859 2.3834 0.7 0.5 -0.7
H -10.6239 6.9273 -2.0743 -0.3 0.0 -0.1
S -6.9956 12.3290 2.6280 -1.1 -3.8 3.1
C -5.9976 8.1538 -3.5964 1.7 0.9 1.6
O -11.4287 7.1900 0.5652 -2.4 0.1 2.0
H -5.7942 9.0296 -4.2127 -1.1 0.3 0.2
H -11.2884 9.6513 4.9401 0.5 0.2 -0.3
O -6.8775 12.5971 4.0793 -1.5 -0.5 -1.5
F -3.1745 11.0207 -0.0269 0.3 0.1 -0.3
O -8.1169 7.5707 -3.3497 -1.9 -0.5 -0.5
S -4.1514 8.4792 -0.0112 1.5 0.8 1.5
F -8.6106 12.4847 2.4301 -0.1 0.5 0.4
F -3.6162 10.1044 -1.9847 1.5 0.2 1.0
H -4.4098 5.5347 0.6200 -0.1 0.5 -0.8
H -4.0987 7.0214 3.7615 0.0 0.0 0.1
O -8.4113 10.3803 -0.1097 -1.4 1.0 -1.1
C -11.0097 9.0113 4.1030 0.5 -0.7 -0.3
```
Positions in Å, forces in eV/Å.



Question: What is the total energy in the fourth record?
Answer: -5544.49489 hartree